No. 1
{"formula": "C22H23N3O7S", "method": "ωB97M-V/def2-TZVPD", "species": ["C", "N", "C", "O", "O", "C", "C", "C", "S", "O", "O", "N", "C", "C", "C", "C", "C", "O", "N", "C", "C", "C", "C", "C", "C", "C", "O", "C", "O", "C", "C", "C", "C", "H", "H", "H", "H", "H", "H", "H", "H", "H", "H", "H", "H", "H", "H", "H", "H", "H", "H", "H", "H", "H", "H", "H"], "positions_angstrom": [[5.3876, -1.7831, 1.9654], [3.9962, -1.6157, 1.6477], [2.9805, -2.3072, 2.2825], [3.1030, -3.1024, 3.1655], [1.7930, -1.9178, 1.7344], [2.0580, -0.9984, 0.7662], [1.1843, -0.3257, -0.0561], [1.7526, 0.5797, -0.9400], [0.6298, 1.4986, -1.9888], [1.3894, 2.3031, -2.9025], [-0.3611, 0.6076, -2.5083], [-0.1315, 2.4548, -0.8268], [0.7258, 3.4849, -0.2769], [0.0784, 4.0575, 0.9826], [-1.3027, 4.6180, 0.6543], [-2.1810, 3.5740, -0.0514], [-2.7038, 2.5234, 0.9331], [-3.7897, 2.6396, 1.4638], [-1.8576, 1.5030, 1.1800], [-2.2841, 0.2912, 1.8534], [-2.4395, -0.8261, 0.8521], [-3.3548, -0.6803, -0.1806], [-3.4969, -1.6364, -1.1808], [-2.6828, -2.7402, -1.1069], [-1.7617, -2.8967, -0.0705], [-1.6197, -1.9569, 0.9210], [-1.0801, -4.0722, -0.2411], [-1.6037, -4.6542, -1.4154], [-2.6090, -3.8192, -1.9462], [-1.4251, 2.9749, -1.2412], [3.1172, 0.7983, -1.0204], [3.9980, 0.1088, -0.1989], [3.4475, -0.7889, 0.6997], [5.9363, -2.1434, 1.0940], [5.8180, -0.8380, 2.3000], [5.4519, -2.5179, 2.7667], [0.1221, -0.5017, -0.0480], [0.8929, 4.2796, -1.0177], [1.6888, 3.0234, -0.0467], [-0.0100, 3.2705, 1.7323], [0.7136, 4.8469, 1.3865], [-1.1890, 5.4804, -0.0072], [-1.8004, 4.9536, 1.5651], [-3.0736, 4.0805, -0.4328], [-1.0306, 1.4430, 0.5986], [-1.5513, 0.0225, 2.6195], [-3.2396, 0.5229, 2.3328], [-3.9761, 0.2019, -0.2042], [-4.2073, -1.5193, -1.9808], [-0.9036, -2.0958, 1.7147], [-0.7973, -4.7779, -2.1565], [-2.0319, -5.6417, -1.1783], [-1.2908, 3.7507, -2.0093], [-1.9741, 2.1419, -1.6843], [3.4738, 1.5123, -1.7457], [5.0623, 0.2659, -0.2585]], "atomic_forces_ev_per_a": [[0.203, -0.051, 0.078], [-0.393, -0.012, -0.053], [0.762, -0.222, 0.388], [-0.258, -0.083, 0.035], [-0.480, -0.162, 0.052], [0.507, 0.683, -0.618], [0.108, -0.460, 0.449], [-0.157, 0.473, -0.461], [0.233, -0.060, 0.407], [0.158, 0.079, 0.186], [-0.207, -0.110, 0.138], [0.438, -0.591, -0.600], [0.468, 0.344, 0.386], [0.013, 0.051, -0.220], [0.008, -0.153, 0.161], [-0.014, 0.050, -0.018], [0.261, 0.370, -0.260], [-0.426, 0.076, 0.106], [0.227, -0.345, 0.144], [-0.166, 0.039, 0.111], [-0.020, -0.006, 0.019], [0.059, 0.006, 0.126], [0.120, -0.309, -0.125], [0.370, 0.044, 0.529], [-0.426, 0.127, -0.441], [-0.107, -0.263, -0.103], [0.047, 0.343, 0.381], [0.372, -1.124, -0.525], [-0.299, 0.384, -0.051], [-0.577, -0.020, -0.393], [-0.168, 0.157, -0.225], [-0.049, -0.269, 0.256], [-0.517, 0.220, -0.289], [0.012, -0.003, 0.031], [0.014, -0.031, 0.009], [0.034, 0.065, -0.064], [-0.171, -0.078, 0.051], [0.026, -0.040, 0.029], [0.018, 0.173, 0.051], [0.076, 0.020, 0.064], [0.035, -0.040, 0.025], [-0.032, 0.046, -0.008], [-0.027, 0.084, -0.041], [0.092, -0.159, 0.037], [-0.096, 0.056, 0.041], [-0.116, -0.019, -0.001], [0.185, -0.063, 0.035], [-0.088, 0.131, -0.005], [-0.111, 0.021, -0.123], [0.114, 0.006, 0.140], [-0.178, 0.115, 0.178], [0.052, 0.275, -0.002], [-0.056, -0.028, 0.046], [-0.112, 0.143, 0.010], [0.107, 0.086, -0.056], [0.128, 0.032, -0.016]], "smiles": "Cn1c(=O)oc2cc(S(=O)(=O)N3CCC[C@H](C(=O)NCc4ccc5c(c4)OCO5)C3)ccc21", "de_lowest_kj_mol": 83.0, "gap_ev": 8.3, "total_energy_ev": -52826.038, "total_charge": 0, "e_homo_ev": -8.0, "lumo_ev": 0.31}

No. 2
{"formula": "C22H23N4O4PtS2", "method": "ωB97M-V/def2-TZVPD", "species": ["Pt", "C", "O", "C", "C", "C", "C", "C", "C", "N", "N", "C", "C", "C", "C", "O", "C", "N", "C", "C", "C", "C", "H", "H", "H", "H", "H", "H", "H", "H", "H", "H", "H", "H", "C", "C", "S", "C", "C", "S", "H", "H", "H", "H", "H", "H", "N", "C", "C", "O", "O", "H", "H", "H", "H", "H"], "positions_angstrom": [[-2.1337, 1.7324, -0.7700], [5.2846, -1.4102, 1.0158], [3.9074, -1.3273, 1.3191], [3.0812, -2.2734, 0.7701], [3.4437, -3.1007, -0.2786], [2.5167, -4.0138, -0.7726], [1.2348, -4.0844, -0.2631], [0.8853, -3.2574, 0.8059], [1.8019, -2.3651, 1.3223], [0.3825, -5.1429, -0.7409], [-0.8425, -4.9709, -0.9094], [-1.4623, -3.7103, -0.9419], [-2.7312, -3.6827, -0.3789], [-3.4245, -2.5141, -0.1172], [-2.8741, -1.2592, -0.4549], [-3.4066, -0.1482, -0.1986], [-1.6277, -1.2988, -1.2329], [-1.2069, -0.1024, -1.7202], [-0.1383, -0.0534, -2.4910], [0.5582, -1.2147, -2.8614], [0.1563, -2.4266, -2.3725], [-0.9413, -2.5018, -1.4876], [5.7884, -0.7152, 1.6827], [5.4853, -1.1195, -0.0191], [5.6624, -2.4218, 1.1856], [4.4303, -3.0527, -0.7162], [2.7887, -4.6739, -1.5875], [-0.1063, -3.3189, 1.2354], [1.5390, -1.7228, 2.1534], [-3.1439, -4.6382, -0.0730], [-4.3890, -2.5289, 0.3719], [0.1589, 0.9281, -2.8325], [1.4032, -1.1366, -3.5326], [0.6613, -3.3337, -2.6793], [-3.0443, 4.7860, 2.5666], [-2.7872, 4.1428, 1.2328], [-1.7463, 2.7324, 1.2118], [-3.3080, 4.5846, 0.0832], [-4.1975, 5.7938, -0.0042], [-2.9932, 3.7271, -1.4131], [-2.3814, 4.3791, 3.3311], [-4.0724, 4.6110, 2.8991], [-2.8906, 5.8677, 2.5308], [-5.1800, 5.5933, 0.4340], [-4.3560, 6.0794, -1.0447], [-3.7727, 6.6524, 0.5222], [2.1922, 1.3892, 1.6132], [1.4371, 1.2704, 0.3655], [1.6181, 2.5024, -0.5054], [2.5501, 3.3588, -0.0569], [0.9736, 2.6950, -1.4967], [2.6076, 0.5060, 1.8774], [1.5796, 1.6916, 2.3609], [2.8866, 2.9386, 0.7647], [0.3632, 1.1504, 0.5111], [1.7790, 0.4078, -0.2137]], "atomic_forces_ev_per_a": [[-0.403, 0.460, 0.175], [-0.029, 0.038, -0.075], [-0.044, -0.006, 0.181], [-0.054, 0.078, 0.018], [-0.022, -0.051, -0.011], [0.107, 0.026, -0.077], [-0.113, -0.249, -0.144], [0.033, 0.029, 0.128], [0.026, -0.018, -0.101], [0.245, 0.190, 0.324], [-0.165, 0.053, -0.408], [-0.082, -0.230, 0.174], [-0.134, 0.050, 0.143], [0.042, -0.110, -0.044], [-0.001, 0.212, -0.151], [0.195, -0.453, 0.437], [0.047, 0.058, 0.052], [-0.030, -0.128, -0.167], [-0.064, -0.068, -0.091], [-0.007, 0.130, 0.032], [0.028, -0.058, 0.016], [0.044, 0.136, -0.181], [-0.005, 0.009, -0.006], [-0.001, -0.011, -0.008], [0.013, 0.003, 0.012], [0.010, 0.009, -0.008], [0.010, -0.030, 0.030], [0.007, 0.020, -0.013], [0.008, -0.006, 0.004], [-0.006, 0.005, 0.012], [-0.001, -0.018, 0.006], [0.045, 0.000, 0.026], [-0.015, 0.005, -0.025], [-0.009, 0.045, 0.037], [0.024, -0.018, 0.033], [0.012, 0.156, -0.109], [-0.387, -0.240, -0.080], [0.049, 0.010, 0.114], [0.011, 0.022, -0.055], [0.315, -0.063, -0.044], [0.014, 0.001, -0.012], [-0.005, -0.005, 0.002], [0.006, 0.009, -0.009], [-0.005, -0.013, -0.005], [0.013, 0.000, -0.002], [0.012, 0.003, 0.007], [-0.062, -0.039, 0.093], [0.051, -0.097, -0.012], [-0.175, 0.102, 0.100], [0.019, -0.073, -0.086], [0.342, 0.087, -0.252], [0.091, 0.004, -0.031], [-0.005, -0.005, 0.000], [-0.019, 0.019, 0.028], [-0.017, -0.012, -0.039], [0.042, 0.031, 0.058]], "de_lowest_kj_mol": 186.9, "gap_ev": [5.6, 5.5], "total_energy_ev": -62255.604, "total_charge": -1, "e_homo_ev": [-3.3, -3.4], "lumo_ev": [2.28, 2.18]}

No. 3
{"formula": "C22H23N5O3", "method": "ωB97M-V/def2-TZVPD", "species": ["C", "N", "C", "C", "C", "C", "C", "C", "C", "C", "N", "C", "C", "C", "O", "N", "C", "O", "N", "C", "N", "C", "C", "O", "C", "C", "C", "C", "C", "C", "H", "H", "H", "H", "H", "H", "H", "H", "H", "H", "H", "H", "H", "H", "H", "H", "H", "H", "H", "H", "H", "H", "H"], "positions_angstrom": [[1.4607, 1.2409, 1.3319], [0.1581, 1.2863, 0.6922], [-0.6442, 2.4464, 1.0631], [-1.8059, 2.6090, 0.1212], [-3.0981, 2.7683, 0.5990], [-4.1599, 2.8952, -0.2794], [-3.9406, 2.8597, -1.6456], [-2.6528, 2.7039, -2.1299], [-1.5919, 2.5829, -1.2511], [-0.5567, 0.1329, 0.5412], [-1.8067, -0.0126, 0.9634], [-2.1934, -1.2229, 0.5193], [-1.1690, -1.8438, -0.1786], [-1.3216, -3.1327, -0.7645], [-0.5160, -3.7848, -1.4028], [-2.6085, -3.6179, -0.5137], [-3.6631, -3.0391, 0.1679], [-4.7284, -3.6030, 0.2801], [-3.4154, -1.7934, 0.7002], [-4.4487, -1.0792, 1.4153], [-0.1143, -0.9413, -0.1666], [1.0878, -1.1327, -0.9354], [2.0383, -2.1675, -0.3033], [2.9213, -1.6114, 0.6431], [4.0317, -0.9367, 0.2098], [4.8569, -0.4409, 1.2197], [6.0041, 0.2565, 0.9043], [6.3473, 0.4736, -0.4212], [5.5295, -0.0150, -1.4223], [4.3723, -0.7147, -1.1188], [1.3869, 1.5516, 2.3798], [2.1485, 1.9156, 0.8173], [1.8617, 0.2329, 1.3108], [-1.0089, 2.3611, 2.0950], [0.0163, 3.3172, 0.9937], [-3.2744, 2.7815, 1.6642], [-5.1631, 3.0156, 0.1033], [-4.7701, 2.9512, -2.3311], [-2.4754, 2.6763, -3.1952], [-0.5870, 2.4579, -1.6284], [-2.8138, -4.5330, -0.8988], [-4.1801, -0.9913, 2.4684], [-5.3743, -1.6417, 1.3122], [-4.5515, -0.0805, 0.9917], [1.5869, -0.1681, -1.0480], [0.7870, -1.5068, -1.9180], [2.5893, -2.6935, -1.0885], [1.4501, -2.9073, 0.2443], [4.5768, -0.6229, 2.2454], [6.6349, 0.6316, 1.6961], [7.2450, 1.0184, -0.6694], [5.7867, 0.1479, -2.4586], [3.7554, -1.0798, -1.9248]], "atomic_forces_ev_per_a": [[0.191, 0.056, 0.062], [0.087, 0.204, -0.010], [-0.097, -0.020, -0.121], [-0.090, 0.307, -0.089], [0.083, 0.136, -0.060], [-0.068, 0.044, 0.067], [-0.071, -0.024, -0.091], [-0.023, -0.006, -0.102], [0.029, 0.062, 0.110], [-0.063, -0.482, -0.259], [-0.238, -0.072, 0.431], [1.192, -0.268, -0.638], [-0.670, 0.158, 0.383], [-0.087, 0.264, 0.175], [0.221, -0.131, -0.135], [0.037, -0.393, -0.218], [-0.037, 0.039, 0.035], [-0.272, -0.203, 0.010], [-0.032, -0.006, -0.003], [-0.266, 0.094, 0.149], [-0.300, 0.154, 0.327], [0.522, -0.228, -0.121], [-0.315, -0.076, -0.384], [0.344, 0.169, 0.212], [0.039, 0.045, 0.141], [-0.181, -0.090, -0.028], [-0.047, -0.015, 0.019], [0.101, 0.059, -0.132], [0.126, 0.084, 0.027], [-0.303, -0.182, 0.013], [-0.002, -0.007, 0.031], [0.048, -0.046, 0.064], [0.037, 0.026, -0.016], [0.056, 0.046, -0.028], [-0.038, -0.078, 0.082], [-0.008, -0.052, 0.135], [-0.081, 0.012, 0.034], [-0.068, 0.007, -0.053], [0.015, 0.004, -0.083], [0.111, -0.029, -0.041], [0.015, 0.175, 0.079], [-0.053, 0.024, 0.001], [0.091, 0.086, 0.020], [-0.040, -0.008, 0.032], [-0.050, -0.060, -0.052], [0.075, 0.119, 0.069], [-0.029, 0.027, 0.060], [0.079, 0.069, -0.147], [-0.036, -0.033, 0.130], [0.049, 0.026, 0.077], [0.075, 0.046, -0.026], [0.018, 0.013, -0.080], [-0.079, -0.044, -0.055]], "smiles": "CN(Cc1ccccc1)c1nc2c(c(=O)[nH]c(=O)n2C)n1CCOc1ccccc1", "de_lowest_kj_mol": 48.6, "gap_ev": 8.6, "total_energy_ev": -36781.994, "total_charge": 0, "e_homo_ev": -7.9, "lumo_ev": 0.61}

No. 4
{"formula": "C22H23NO3P2Pt", "method": "ωB97M-V/def2-TZVPD", "species": ["Pt", "C", "C", "C", "C", "C", "C", "P", "C", "C", "C", "C", "C", "C", "C", "C", "C", "C", "C", "C", "H", "H", "H", "H", "H", "H", "H", "H", "H", "H", "H", "H", "H", "H", "N", "C", "C", "O", "P", "O", "C", "O", "C", "H", "H", "H", "H", "H", "H", "H", "H", "H"], "positions_angstrom": [[1.0832, -0.8246, -0.2352], [-4.1602, -0.3267, 4.9861], [-2.8663, -0.5502, 5.3143], [-1.8894, -0.3867, 4.3437], [-2.2792, -0.0898, 3.0404], [-3.5862, -0.1300, 2.6853], [-4.5609, -0.2579, 3.6802], [-1.0298, -0.1433, 1.9158], [-1.2653, -0.9751, 0.3556], [-1.9583, -2.1394, 0.2214], [-2.3199, -2.6023, -1.0982], [-1.9158, -1.9228, -2.2139], [-1.4758, -0.5905, -2.1101], [-0.9811, -0.1976, -0.8295], [-0.0387, 1.2428, 1.7368], [-0.3732, 2.5443, 2.1945], [0.4909, 3.6267, 1.8110], [1.7052, 3.4609, 1.0851], [2.0570, 2.0609, 0.5787], [1.1212, 1.0865, 0.9383], [-4.7989, -0.3661, 5.8480], [-2.4538, -0.7759, 6.2575], [-0.8107, -0.2788, 4.6144], [-3.8196, -0.0142, 1.6350], [-5.5620, -0.3242, 3.3327], [-2.3447, -2.6892, 1.0485], [-2.7928, -3.5767, -1.1118], [-2.2852, -2.2454, -3.1913], [-1.5742, 0.0706, -2.9332], [-0.7739, 0.8695, -0.6776], [-1.3390, 2.8183, 2.6239], [0.4650, 4.6131, 2.3382], [2.6383, 3.8695, 1.0274], [3.0734, 2.0934, 0.1744], [3.6154, -1.7154, 1.5870], [2.7582, -1.3503, 0.8550], [0.7786, 1.1994, -4.3454], [0.9651, 0.8515, -2.9739], [1.8226, -0.2792, -2.2852], [3.1466, 0.3925, -1.8692], [4.3445, 0.7045, -2.7033], [1.9926, -1.3613, -3.3589], [2.6239, -2.6560, -2.9736], [-0.1435, 1.8446, -4.4162], [0.6165, 0.2910, -4.9101], [1.6255, 1.7342, -4.7047], [4.6298, 0.0211, -3.4780], [5.1087, 0.7147, -1.9459], [4.2305, 1.7598, -3.1243], [3.5918, -2.5065, -2.4554], [2.9966, -3.2456, -3.8020], [1.9175, -3.3481, -2.4826]], "atomic_forces_ev_per_a": [[0.480, 0.358, 0.887], [-1.076, -1.013, 1.346], [2.785, 0.575, -1.154], [1.043, 0.913, 0.816], [0.369, -0.437, 1.158], [-2.020, 0.017, -0.198], [0.700, 0.392, -1.763], [1.106, -1.254, -0.916], [0.069, 1.482, -0.304], [-1.198, -1.316, -2.021], [1.320, -0.590, 2.728], [-1.471, 1.479, -1.348], [0.419, -1.903, 1.986], [-0.492, 1.396, -0.835], [1.080, 2.414, 0.028], [0.343, 0.136, -1.720], [3.270, 1.060, 0.448], [-3.133, -5.485, -0.247], [-1.585, 3.613, 2.381], [0.227, -1.800, -1.240], [-0.947, 0.041, -0.201], [-0.392, -0.071, 1.340], [-0.977, -0.667, -0.117], [-0.478, -0.121, 0.032], [-0.881, 0.250, 0.273], [0.060, -0.349, 0.623], [-0.159, 0.155, -0.404], [0.359, -0.162, 0.269], [0.370, 0.514, -0.523], [-0.380, -0.390, -0.290], [0.313, -0.403, 0.239], [-0.670, -0.942, -0.483], [1.492, 3.194, 0.145], [-0.484, -1.324, 0.002], [-2.325, 1.233, -2.103], [1.765, -1.457, 1.589], [-1.574, 0.108, -0.265], [-0.148, -0.201, 0.724], [-0.855, 1.552, 0.877], [2.229, 0.154, -1.144], [-0.518, 2.305, 0.748], [0.828, -2.302, -0.987], [0.817, -0.571, 0.192], [1.059, -0.658, 0.184], [0.026, -0.090, -0.315], [0.637, 0.425, -0.338], [-0.557, -0.700, -0.311], [0.474, 0.081, 0.003], [0.017, -1.514, 0.508], [-0.970, 0.329, 0.517], [-0.582, 0.635, -1.074], [0.216, 0.910, 0.254]], "multiplicity": 5, "de_lowest_kj_mol": 247.1, "gap_ev": [6.4, 5.1], "total_energy_ev": -52621.024, "total_charge": 2, "e_homo_ev": [-13.1, -15.3], "lumo_ev": [-6.68, -10.16]}